Entry 1:
C51H45N9O20 | the ωB97M-V functional and the def2-TZVPD basis

Geometry as XYZ:
```
125
Properties=species:S:1:pos:R:3
O -0.057 -3.011 2.699
N -0.750 -2.693 3.645
O -1.944 -2.890 3.717
C -0.096 -2.020 4.778
C 1.259 -1.751 4.709
C 1.861 -1.102 5.773
C 1.110 -0.739 6.883
C -0.249 -1.023 6.940
C -0.860 -1.669 5.875
H 1.842 -2.034 3.845
H 2.919 -0.883 5.737
H 1.588 -0.233 7.712
H -0.829 -0.740 7.806
H -1.916 -1.889 5.900
O 2.030 0.903 -9.520
N 1.882 0.783 -8.320
O 2.682 0.242 -7.583
C 0.641 1.304 -7.733
C -0.310 1.862 -8.569
C -1.486 2.338 -8.014
C -1.692 2.251 -6.644
C -0.724 1.687 -5.822
C 0.454 1.208 -6.367
H -0.141 1.927 -9.634
H -2.239 2.778 -8.650
H -2.613 2.624 -6.215
H -0.884 1.617 -4.755
H 1.206 0.768 -5.731
O -4.018 -1.225 7.256
N -3.617 -1.256 8.400
O -2.684 -0.594 8.816
C -4.301 -2.146 9.345
C -5.337 -2.937 8.884
C -5.980 -3.779 9.775
C -5.577 -3.821 11.103
C -4.534 -3.018 11.547
C -3.886 -2.171 10.664
H -5.644 -2.900 7.851
H -6.795 -4.397 9.430
H -6.079 -4.483 11.796
H -4.225 -3.051 12.582
H -3.076 -1.542 11.000
O 3.798 -3.048 7.291
N 3.955 -4.251 7.290
O 3.549 -5.001 8.150
C 4.682 -4.841 6.155
C 5.176 -4.007 5.170
C 5.871 -4.565 4.110
C 6.059 -5.939 4.048
C 5.549 -6.760 5.044
C 4.854 -6.211 6.109
H 5.024 -2.940 5.227
H 6.267 -3.926 3.333
H 6.605 -6.371 3.220
H 5.693 -7.830 4.993
H 4.454 -6.841 6.889
O -3.884 -1.364 -12.683
N -3.209 -1.130 -11.703
O -3.631 -0.652 -10.672
C -1.773 -1.445 -11.772
C -1.254 -1.956 -12.947
C 0.102 -2.233 -13.011
C 0.914 -1.998 -11.909
C 0.371 -1.493 -10.736
C -0.983 -1.212 -10.662
H -1.894 -2.134 -13.798
H 0.525 -2.628 -13.923
H 1.974 -2.207 -11.965
H 1.004 -1.315 -9.882
H -1.414 -0.815 -9.755
O 6.565 6.122 1.087
N 6.905 6.128 2.251
O 7.751 6.860 2.720
C 6.244 5.178 3.160
C 5.298 4.310 2.649
C 4.690 3.406 3.504
C 5.031 3.386 4.850
C 5.978 4.272 5.346
C 6.593 5.177 4.497
H 5.039 4.335 1.601
H 3.952 2.719 3.121
H 4.556 2.676 5.515
H 6.240 4.256 6.395
H 7.333 5.868 4.872
O -8.781 -1.957 9.159
N -8.426 -1.831 8.007
O -7.983 -2.732 7.323
C -8.516 -0.497 7.400
C -8.982 0.556 8.165
C -9.046 1.816 7.593
C -8.648 2.004 6.276
C -8.187 0.932 5.524
C -8.118 -0.332 6.086
H -9.288 0.400 9.188
H -9.404 2.652 8.177
H -8.695 2.990 5.835
H -7.878 1.080 4.499
H -7.757 -1.170 5.511
O -1.455 5.018 -9.412
N -1.360 5.497 -10.524
O -2.282 5.959 -11.159
C -0.027 5.495 -11.145
C 1.029 4.927 -10.455
C 2.278 4.904 -11.051
C 2.456 5.450 -12.316
C 1.384 6.023 -12.988
C 0.129 6.047 -12.402
H 0.880 4.505 -9.472
H 3.113 4.457 -10.530
H 3.433 5.427 -12.780
H 1.525 6.448 -13.971
H -0.711 6.486 -12.918
O 1.209 -0.291 -3.411
C 2.210 -0.971 -3.332
O 2.567 -1.717 -2.276
C 1.938 -1.398 -1.028
C 3.041 -1.417 0.019
O 2.517 -1.085 1.300
N 2.242 0.323 1.400
O 3.177 0.914 1.745
H 2.939 -1.036 -4.144
H 1.464 -0.425 -1.048
H 1.222 -2.176 -0.791
H 3.844 -0.735 -0.260
H 3.460 -2.412 0.114
```

Values from the calculation:
- SMILES: O=[N+]([O-])c1ccccc1.O=[N+]([O-])c1ccccc1.O=[N+]([O-])c1ccccc1.O=[N+]([O-])c1ccccc1.O=[N+]([O-])c1ccccc1.O=[N+]([O-])c1ccccc1.O=[N+]([O-])c1ccccc1.O=[N+]([O-])c1ccccc1.O=COCCON=O
- Calculated total energy: -107952.81024 eV
- Multiplicity: 1
- M: 1103.96 Da
- Frontier orbital gap: 8.98 eV


Entry 2:
C51H46CoN4O4SiTe | the ωB97M-V functional and the def2-TZVPD basis

Geometry as XYZ:
```
108
Properties=species:S:1:pos:R:3
Co -0.208 -0.035 0.245
C 5.683 0.058 4.014
C 4.575 -0.031 2.988
C 4.837 -0.024 1.618
C 3.839 -0.110 0.662
C 4.233 0.027 -0.790
O 5.105 0.812 -1.082
C 3.554 -0.787 -1.849
C 3.077 -2.070 -1.600
C 2.443 -2.790 -2.602
C 2.279 -2.224 -3.862
C 2.780 -0.955 -4.124
C 3.426 -0.242 -3.121
C 2.499 -0.173 1.059
O 1.572 -0.209 0.132
C 2.201 -0.183 2.434
C 3.253 -0.110 3.368
C 0.835 -0.378 2.884
N -0.168 -0.529 2.076
C -1.497 -1.006 2.492
C -1.837 -2.322 1.744
Te -0.299 -2.852 0.337
C 0.971 -3.639 1.828
C 0.434 -4.605 2.673
C 1.245 -5.234 3.605
C 2.596 -4.908 3.688
C 3.133 -3.951 2.835
C 2.322 -3.317 1.900
C 0.589 -0.469 4.359
C 0.367 0.705 5.066
C 0.160 0.652 6.439
C 0.178 -0.569 7.101
C 0.401 -1.741 6.389
C 0.608 -1.694 5.016
H 6.660 0.132 3.535
H 5.694 -0.821 4.663
H 5.554 0.933 4.654
H 5.860 0.069 1.262
H 3.235 -2.519 -0.625
H 2.084 -3.795 -2.406
H 1.773 -2.780 -4.643
H 2.677 -0.523 -5.112
H 3.827 0.748 -3.305
H 3.021 -0.124 4.428
H -2.233 -0.243 2.252
H -1.516 -1.168 3.562
H -2.749 -2.240 1.157
H -1.948 -3.162 2.427
H -0.611 -4.886 2.606
H 0.824 -5.984 4.263
H 3.230 -5.409 4.409
H 4.186 -3.698 2.888
H 2.750 -2.564 1.252
H 0.366 1.660 4.546
H -0.011 1.569 6.991
H 0.019 -0.605 8.173
H 0.417 -2.697 6.900
H 0.794 -2.604 4.460
C -5.582 1.123 -0.554
N -4.339 0.372 -0.640
C -4.162 -0.878 -1.357
C -2.700 -1.180 -1.082
O -2.126 -2.191 -1.429
N -2.156 -0.143 -0.358
C -3.176 0.733 -0.094
N -3.011 1.781 0.674
H -6.257 0.764 -1.326
H -5.406 2.184 -0.729
H -6.065 0.995 0.416
H -4.335 -0.771 -2.428
H -4.798 -1.678 -0.978
H -2.013 2.023 0.841
H -3.718 2.494 0.758
O -0.452 1.811 0.364
Si -0.152 3.412 0.210
C -1.699 4.245 0.872
C -2.659 4.826 0.035
C -3.833 5.367 0.555
C -4.068 5.333 1.926
C -3.125 4.764 2.777
C -1.953 4.227 2.251
C 0.079 3.867 -1.583
C 0.115 5.208 -1.986
C 0.321 5.548 -3.319
C 0.505 4.550 -4.271
C 0.477 3.215 -3.892
C 0.264 2.880 -2.557
C 1.296 4.139 1.135
C 1.193 5.368 1.799
C 2.293 5.937 2.435
C 3.520 5.288 2.409
C 3.647 4.075 1.742
C 2.542 3.510 1.113
H -2.487 4.857 -1.038
H -4.560 5.823 -0.108
H -4.980 5.759 2.331
H -3.299 4.750 3.848
H -1.218 3.787 2.926
H -0.011 6.000 -1.250
H 0.348 6.591 -3.614
H 0.675 4.816 -5.309
H 0.623 2.436 -4.635
H 0.250 1.831 -2.268
H 0.240 5.891 1.826
H 2.193 6.890 2.943
H 4.382 5.739 2.891
H 4.610 3.579 1.693
H 2.658 2.592 0.555
```

Values from the calculation:
- Charge: +1
- Calculated total energy: -120579.45385 eV
- Multiplicity: 1
- M: 993.57 Da
- Frontier orbital gap (spin up / spin down): 6.52 / 6.56 eV


- Which value of multiplicity does entry 2 give?
  1


- Which value of calculated total energy does entry 1 give?
  -107952.81024 eV


- Among the records above, which one has the lowest M?
  C51H46CoN4O4SiTe